1.
This record from the Open Molecules 2025 dataset describes a molecular structure, C33H29NO6PS2Zr. The level of theory is ωB97M-V with the def2-TZVPD basis set.

Cartesian coordinates (Å):
Zr -0.50444 0.98806 -0.31581
O -3.34644 1.51365 -3.21002
S -2.84036 1.02890 -1.97005
O -2.33693 2.07079 -1.02897
O -1.71585 0.05418 -2.04178
C -4.16709 0.20518 -1.11418
C -5.44365 0.42034 -1.60946
C -6.53886 -0.12086 -0.95021
C -6.35224 -0.86442 0.20214
C -5.06987 -1.08032 0.68988
C -3.95579 -0.56154 0.03873
P -2.25931 -0.88326 0.68514
C -1.89629 -2.56669 0.09048
C -0.55269 -2.94303 0.11698
C -0.16853 -4.20280 -0.31337
C -1.12201 -5.09042 -0.79447
C -2.45568 -4.71428 -0.84219
C -2.84448 -3.45718 -0.39936
C -2.56111 -1.08294 2.47018
C -2.84124 0.06134 3.21491
C -3.04497 -0.02373 4.58159
C -2.95236 -1.25144 5.22480
C -2.65509 -2.39117 4.49328
C -2.45905 -2.30925 3.12044
H -5.56945 1.01149 -2.50542
H -7.53384 0.04943 -1.33961
H -7.20060 -1.28395 0.72709
H -4.93815 -1.66458 1.59212
H 0.19579 -2.23569 0.45993
H 0.87686 -4.48183 -0.28896
H -0.82263 -6.07008 -1.14426
H -3.19974 -5.39757 -1.23097
H -3.88883 -3.17763 -0.44848
H -2.88832 1.02810 2.72531
H -3.26619 0.87262 5.14649
H -3.10487 -1.31677 6.29441
H -2.57505 -3.35184 4.98571
H -2.23230 -3.20875 2.56107
O 0.61023 0.31635 1.40730
N 1.32085 1.15360 2.18105
C 2.42026 0.63958 2.77404
C 3.17556 1.40419 3.61243
C 2.76548 2.72594 3.85005
C 1.64243 3.21833 3.24569
C 0.87402 2.42331 2.36551
S -0.50879 2.95875 1.53727
H 2.61247 -0.38942 2.51273
H 4.05841 0.98431 4.06912
H 3.34126 3.36054 4.51062
H 1.30725 4.23246 3.40586
C 6.91005 1.79461 -4.10183
C 5.55488 1.62282 -3.47441
C 5.33149 0.64992 -2.51148
C 4.08608 0.47871 -1.91604
C 3.93633 -0.60351 -0.87912
C 3.04350 1.33384 -2.29684
C 3.24410 2.33693 -3.25649
C 2.15420 3.27374 -3.70270
C 4.49990 2.45109 -3.83738
C 1.70241 1.18050 -1.67309
O 1.22455 0.03322 -1.43161
O 1.01658 2.20914 -1.35595
H 7.55437 0.94094 -3.89425
H 7.40647 2.68848 -3.71817
H 6.83159 1.90647 -5.18388
H 6.14924 0.00238 -2.21405
H 4.91820 -0.87955 -0.49350
H 3.46981 -1.49157 -1.30711
H 3.30261 -0.29748 -0.04841
H 1.20167 2.76437 -3.84201
H 2.43673 3.74076 -4.64546
H 1.98147 4.05564 -2.96301
H 4.65599 3.20851 -4.59798

For the energy above the lowest of the compared OMol25 structures with the same formula, charge and spin, the calculation gives 0.0 kcal/mol. For the LUMO energy (spin up / spin down), the calculation gives 0.36 / 0.31 eV. The highest occupied orbital energy (spin up / spin down) is -5.660 / -8.242 eV. As for the total energy: -2966.06716 hartree. Its spin multiplicity is 2.


2.
This record from the Open Molecules 2025 dataset describes a molecular structure, C33H30Br2CoO5SbSe4. The level of theory is ωB97M-V with the def2-TZVPD basis set.

Cartesian coordinates (Å):
Co 0.11946 0.45970 -2.01851
Br -1.32180 -1.54576 -2.73928
C -0.80407 -1.90384 -4.56549
Br -0.65300 -0.32095 -5.63828
H -1.57690 -2.53138 -4.98889
H 0.15722 -2.40018 -4.54204
C -0.18620 0.59539 4.54854
C 0.00778 0.15235 3.11628
C 0.70576 -1.19449 2.98497
O 0.74974 1.15554 2.43736
C 0.27971 1.22791 1.12646
C -1.08305 0.56767 1.14844
O -1.25828 0.13550 2.47151
C -2.18407 -1.30487 0.08184
O -1.06592 -0.53655 0.22846
C -3.52618 -0.71129 0.13279
C -4.52728 -1.29959 0.91302
C -5.78352 -0.72195 0.98919
C -6.05387 0.45576 0.30158
C -5.06799 1.05484 -0.46999
C -3.81464 0.46962 -0.56134
C -1.90628 -2.66868 -0.17923
C -2.90243 -3.56785 -0.63513
C -2.59773 -4.88587 -0.90403
C -1.29975 -5.37042 -0.74461
C -0.30252 -4.49607 -0.31744
C -0.58889 -3.17451 -0.04236
C 2.42971 0.86187 0.16640
O 1.10522 0.47816 0.24618
C 3.30257 -0.14627 -0.27864
C 4.67932 0.12030 -0.47263
C 5.53851 -0.87673 -0.88141
C 5.07401 -2.17019 -1.12286
C 3.71724 -2.44531 -0.95514
C 2.84081 -1.46297 -0.54412
C 2.78773 2.30389 0.28638
C 3.13410 2.88216 1.50600
C 3.37499 4.24557 1.58877
C 3.25988 5.04455 0.46190
C 2.93092 4.47608 -0.75845
C 2.70945 3.11185 -0.84871
H 0.78559 0.75077 5.01903
H -0.73600 -0.16448 5.10455
H -0.74528 1.52938 4.55118
H 1.72208 -1.12001 3.37437
H 0.75623 -1.48325 1.93354
H 0.15869 -1.95949 3.53782
H 0.20173 2.26773 0.81788
H -1.84700 1.29446 0.90754
H -4.30145 -2.19535 1.47894
H -6.54698 -1.17775 1.60970
H -7.02823 0.92160 0.38677
H -5.23930 1.99502 -0.98413
H -3.04611 0.95923 -1.15469
H -3.90681 -3.20292 -0.79593
H -3.38001 -5.54782 -1.25732
H -1.06934 -6.40653 -0.95886
H 0.71433 -4.85233 -0.19965
H 0.19754 -2.50108 0.27971
H 5.04574 1.12381 -0.29737
H 6.58848 -0.64709 -1.02151
H 5.75634 -2.94727 -1.44388
H 3.34027 -3.44150 -1.15636
H 1.78394 -1.67964 -0.43938
H 3.17399 2.26840 2.39359
H 3.60728 4.68959 2.54952
H 3.38478 6.11670 0.53835
H 2.78785 5.09862 -1.62822
H 2.41317 2.68397 -1.79432
O 2.58195 0.67103 -3.63545
C 1.66644 0.44626 -2.99255
Se -0.36100 6.36344 -1.80046
Sb -1.88413 4.65709 -0.98679
Se -1.03068 2.38867 -2.03259
Se -4.15120 4.78757 -1.86203
Se -1.79265 4.25017 1.43146

The net charge is -2. For the energy above the lowest of the compared OMol25 structures with the same formula, charge and spin, the calculation gives 42.3 kcal/mol. For the LUMO energy (spin up / spin down), the calculation gives 3.51 / 3.26 eV. The highest occupied orbital energy (spin up / spin down) is -1.134 / -1.130 eV. As for the total energy: -18028.53009 hartree. Its spin multiplicity is 5.


3.
This record from the Open Molecules 2025 dataset describes a molecular structure, C33H30ClN2PRuS2. The level of theory is ωB97M-V with the def2-TZVPD basis set.

Cartesian coordinates (Å):
Ru -1.31207 0.18766 0.21512
C -1.06427 -2.46096 -2.98301
C 0.23241 -2.95465 -2.95980
C 0.97112 -2.88897 -1.79405
C 0.47599 -2.26378 -0.63486
C -0.72308 -1.53621 -0.76002
C -1.53241 -1.76454 -1.87985
C 1.13339 -2.59724 0.62727
C 1.57892 -3.90137 0.77622
C 2.15407 -4.36121 1.93662
C 2.45288 -3.43823 2.97624
C 3.17679 -3.83057 4.11053
C 3.55727 -2.91880 5.07099
C 3.24669 -1.58057 4.88691
C 2.52525 -1.17033 3.77440
C 2.06568 -2.08585 2.82899
N 1.24054 -1.70774 1.71957
H -1.69926 -2.59324 -3.84959
H 0.64714 -3.43481 -3.83687
H 1.95599 -3.33617 -1.76542
H -2.55035 -1.39742 -1.90301
H 1.41763 -4.58683 -0.04172
H 2.42990 -5.39981 2.05247
H 3.45177 -4.87377 4.20040
H 4.11666 -3.23516 5.94057
H 3.56090 -0.83892 5.60884
H 2.34286 -0.11549 3.66912
Cl 0.53839 3.43852 -0.49152
C -1.03392 4.04272 -0.08462
C -1.43509 5.24206 -0.64420
C -2.69226 5.74243 -0.34960
C -3.53420 5.03445 0.49523
C -3.11931 3.83964 1.04874
C -1.85145 3.30514 0.78633
C -1.41905 2.08050 1.48475
H -0.76298 5.78145 -1.29762
H -3.01031 6.68317 -0.77789
H -4.51778 5.41990 0.72839
H -3.78394 3.29320 1.70723
H -2.16504 1.78102 2.21997
H -0.45287 2.22422 1.96159
S -3.35669 1.03895 -0.91931
C -1.85350 1.09353 -1.64720
C -2.49376 -1.12854 1.37407
P 0.45487 -0.18492 1.67597
C -0.18775 0.05448 3.38262
C 1.89170 0.92554 1.40297
H -1.93799 -1.83597 1.98656
H -3.11979 -1.68239 0.67646
H -3.13590 -0.50312 1.99764
H 0.00795 -0.82001 3.99485
H -1.26298 0.19393 3.31389
H 0.24847 0.93203 3.85621
H 1.70539 1.93413 1.76658
H 2.06707 0.97408 0.32895
H 2.78243 0.51469 1.87101
S -2.10501 1.18977 -5.52135
C -2.63948 1.24709 -3.90478
N -1.65064 1.11920 -2.97507
C -0.38315 0.94739 -3.58896
C 0.82734 0.71986 -2.95270
C 1.95474 0.53661 -3.72969
C 1.88069 0.57154 -5.12129
C 0.67232 0.77728 -5.75974
C -0.45997 0.96407 -4.97878
H -3.67116 1.36684 -3.62487
H 0.86990 0.66391 -1.87603
H 2.90683 0.35096 -3.25086
H 2.77587 0.42832 -5.71109
H 0.59956 0.78734 -6.83891

The net charge is +1. For the energy above the lowest of the compared OMol25 structures with the same formula, charge and spin, the calculation gives 46.7 kcal/mol. For the LUMO energy (spin up / spin down), the calculation gives -2.81 / -4.89 eV. The highest occupied orbital energy (spin up / spin down) is -8.527 / -10.942 eV. As for the total energy: -3077.45242 hartree. Its spin multiplicity is 6.


Look up the energy above the lowest of the compared OMol25 structures with the same formula, charge and spin of the second one.
42.3 kcal/mol


Which of these has the lowest spin multiplicity?
C33H29NO6PS2Zr


Among the records above, which one has the lowest energy above the lowest of the compared OMol25 structures with the same formula, charge and spin?
C33H29NO6PS2Zr